C99H209N11O11 | wB97M-V/def2-TZVPD

- highest occupied orbital energy (eV) = -7.6
- energy relative to the best compared isomer or geometry (same formula, charge and spin) (eV) = 10.728
- charge = 0
- DFT total energy (Eh) = -5326.5227
- SMILES = CC1(C)CCCC(C)(C)N1O.CC1(C)CCCC(C)(C)N1O.CC1(C)CCCC(C)(C)N1O.CC1(C)CCCC(C)(C)N1O.CC1(C)CCCC(C)(C)N1O.CC1(C)CCCC(C)(C)N1O.CC1(C)CCCC(C)(C)N1O.CC1(C)CCCC(C)(C)N1O.CC1(C)CCCC(C)(C)N1O.CC1(C)CCCC(C)(C)N1O.CC1(C)CCCC(C)(C)N1O

XYZ file:
```
330
C99H209N11O11 wB97M-V/def2-TZVPD
C 36.45780 -25.87482 -16.22511
C 35.42127 -25.11445 -15.36558
C 35.73740 -23.62616 -15.51651
C 34.69796 -22.69699 -14.88499
C 33.33034 -22.95348 -15.42965
C 32.89957 -24.48340 -15.31996
N 34.04042 -25.35999 -15.74754
O 33.77612 -26.61478 -15.96042
C 32.30552 -25.02480 -13.95067
C 31.70877 -24.56770 -16.30907
C 35.68145 -25.56529 -13.87034
H 36.52578 -26.91930 -15.92094
H 37.52126 -25.66983 -16.10212
H 36.43596 -25.76610 -17.30945
H 36.71674 -23.22675 -15.25295
H 35.80341 -23.48422 -16.59521
H 34.96051 -21.64084 -14.94591
H 34.78211 -22.82806 -13.80618
H 33.18408 -22.50965 -16.41440
H 32.64576 -22.34602 -14.83764
H 32.88820 -24.71192 -13.08425
H 31.33111 -24.57311 -13.76467
H 32.17222 -26.10601 -13.98671
H 32.07116 -24.38247 -17.32024
H 31.17112 -25.51326 -16.37947
H 31.03093 -23.74780 -16.07160
H 35.54297 -26.63603 -13.72055
H 34.89624 -25.16335 -13.23004
H 36.59581 -25.08502 -13.52197
H 33.97539 -26.70044 -16.89561
C 28.86758 -21.71713 -19.03010
C 27.68496 -22.23168 -19.71766
C 27.93710 -22.03674 -21.24209
C 28.78806 -23.08681 -21.92091
C 28.22027 -24.46083 -21.60785
C 27.95934 -24.86214 -20.14537
N 27.35933 -23.65848 -19.44773
O 27.22519 -24.05265 -18.11437
C 26.87163 -26.02164 -20.07035
C 29.28093 -25.40249 -19.45144
C 26.48214 -21.30706 -19.42809
H 29.73735 -22.37335 -19.06095
H 28.66224 -21.59547 -17.96656
H 29.10540 -20.67093 -19.22254
H 27.00327 -21.90781 -21.78930
H 28.52583 -21.13974 -21.43415
H 29.82290 -22.99313 -21.59162
H 28.76399 -22.95049 -23.00209
H 28.93327 -25.21252 -21.94654
H 27.29654 -24.64289 -22.15710
H 26.41046 -26.21002 -19.10084
H 25.95969 -25.73318 -20.59309
H 27.24726 -26.99749 -20.37814
H 29.11040 -25.73429 -18.42726
H 29.82241 -26.14148 -20.04200
H 30.05131 -24.63165 -19.43090
H 26.42865 -21.23058 -18.34209
H 25.48667 -21.52544 -19.81468
H 26.81504 -20.32610 -19.76718
H 28.08707 -24.02418 -17.69253
C 33.44952 -28.80177 -23.49536
C 34.06998 -28.82021 -22.06850
C 35.59869 -28.69136 -22.41791
C 35.82461 -27.21656 -22.79845
C 35.39617 -26.34904 -21.63813
C 33.92221 -26.44330 -21.21753
N 33.47672 -27.76898 -21.23517
O 32.01922 -28.00787 -21.03146
C 33.77349 -25.88537 -19.77225
C 33.17824 -25.54079 -22.29203
C 33.80431 -30.17770 -21.33982
H 34.05580 -29.31308 -24.24308
H 33.13512 -27.84542 -23.91327
H 32.56586 -29.43956 -23.51676
H 36.21481 -28.75851 -21.52127
H 36.00438 -29.28806 -23.23489
H 35.33985 -26.86103 -23.70767
H 36.88049 -27.10488 -23.04492
H 35.68795 -25.30262 -21.72730
H 35.91169 -26.75726 -20.76881
H 34.32993 -24.98307 -19.51866
H 32.72716 -25.62772 -19.60824
H 33.99545 -26.60084 -18.98044
H 33.42089 -25.74782 -23.33432
H 32.11731 -25.54794 -22.04206
H 33.62532 -24.55377 -22.41033
H 32.80758 -30.61886 -21.34545
H 34.13090 -30.28620 -20.30557
H 34.40758 -30.92148 -21.86036
H 31.87416 -27.67029 -20.14456
C 43.47986 -28.81988 -11.43716
C 42.09888 -29.36228 -12.06975
C 41.01723 -28.24593 -11.86388
C 40.93867 -27.09382 -12.84641
C 40.93359 -27.68819 -14.27621
C 42.07870 -28.67569 -14.58121
N 42.15881 -29.74184 -13.55861
O 43.22931 -30.57623 -13.79800
C 41.71215 -29.36041 -15.92314
C 43.43473 -28.01615 -14.71085
C 41.62356 -30.61562 -11.29588
H 44.27045 -29.32673 -11.99048
H 43.58421 -28.97069 -10.36270
H 43.89285 -27.83101 -11.63634
H 39.99520 -28.57655 -11.67884
H 41.34026 -27.84413 -10.90351
H 41.78034 -26.40702 -12.75700
H 40.03229 -26.54773 -12.58499
H 41.03893 -26.82619 -14.93498
H 39.89473 -28.01215 -14.33883
H 40.78814 -29.88381 -15.67747
H 41.63557 -28.65650 -16.75184
H 42.44960 -30.09632 -16.24358
H 43.38250 -27.44010 -15.63473
H 43.80338 -27.48049 -13.83605
H 44.22973 -28.74462 -14.87023
H 40.70189 -31.03332 -11.70104
H 41.28685 -30.43657 -10.27477
H 42.36558 -31.40609 -11.40833
H 42.76870 -31.39962 -13.97543
C 33.03422 -29.22747 -13.71000
C 33.20987 -30.62135 -13.06474
C 32.83845 -31.67524 -14.02925
C 33.86352 -31.95340 -15.18381
C 35.33970 -32.23105 -14.66174
C 35.78799 -31.18497 -13.57830
N 34.68381 -30.83565 -12.57073
O 35.05666 -29.85575 -11.54503
C 36.98561 -31.93657 -12.87361
C 36.22411 -29.85595 -14.21640
C 32.27456 -30.86315 -11.85063
H 31.96715 -29.27371 -13.92755
H 33.32192 -29.06973 -14.74945
H 33.27398 -28.39238 -13.05178
H 32.74410 -32.61034 -13.47718
H 31.85119 -31.55310 -14.47480
H 33.84273 -31.13944 -15.90846
H 33.36585 -32.72054 -15.77705
H 35.91265 -32.01775 -15.56414
H 35.69651 -33.23377 -14.42647
H 36.65340 -32.67438 -12.14328
H 37.75307 -32.25499 -13.57910
H 37.24330 -31.12882 -12.18861
H 36.67164 -29.21210 -13.45926
H 36.94397 -29.93163 -15.03137
H 35.50794 -29.31077 -14.83120
H 31.25724 -31.16394 -12.10095
H 32.24615 -29.95107 -11.25448
H 32.65859 -31.59066 -11.13554
H 35.02587 -30.38137 -10.74230
C 37.95746 -22.61223 -20.49837
C 37.29648 -21.27810 -20.15510
C 35.77853 -21.62238 -20.17054
C 34.94651 -20.79252 -19.35793
C 35.53338 -20.69446 -17.89450
C 36.89994 -20.13074 -17.85517
N 37.69415 -20.95965 -18.76886
O 39.03368 -20.82054 -18.62207
C 36.75587 -18.57966 -18.16464
C 37.41114 -20.24175 -16.47958
C 37.66509 -20.17984 -21.11658
H 37.82046 -22.93894 -21.52920
H 37.68565 -23.47012 -19.88335
H 39.03307 -22.47564 -20.38653
H 35.58274 -21.52395 -21.23828
H 35.54414 -22.67372 -20.00358
H 33.90484 -21.10887 -19.41216
H 34.86908 -19.82354 -19.85109
H 35.29117 -21.64730 -17.42385
H 34.82311 -20.06723 -17.35580
H 36.47880 -18.00117 -17.28334
H 37.69156 -18.31189 -18.65543
H 35.99649 -18.24822 -18.87287
H 37.05467 -19.55146 -15.71504
H 37.33172 -21.24736 -16.06660
H 38.46119 -19.96540 -16.57518
H 38.75382 -20.23091 -21.12920
H 37.31204 -19.22271 -20.73274
H 37.29314 -20.27985 -22.13627
H 39.26421 -20.20286 -19.31988
C 42.60470 -24.02890 -15.29106
C 41.42661 -22.99890 -15.47180
C 40.17739 -23.32954 -14.60855
C 40.53890 -23.02754 -13.18022
C 40.87237 -21.50749 -13.02799
C 42.16485 -21.12055 -13.89809
N 41.85942 -21.51184 -15.27357
O 42.70873 -21.04408 -16.31557
C 42.15771 -19.63232 -13.95631
C 43.54441 -21.58651 -13.34908
C 40.98504 -23.09517 -16.93300
H 42.74613 -24.60829 -14.37870
H 43.57516 -23.53595 -15.34861
H 42.56866 -24.71505 -16.13723
H 39.33006 -22.76834 -15.00252
H 39.97773 -24.39630 -14.70981
H 41.41523 -23.59061 -12.85913
H 39.69710 -23.21423 -12.51344
H 41.11632 -21.36117 -11.97576
H 40.00431 -20.91591 -13.31887
H 43.13200 -19.14359 -13.96076
H 41.46544 -19.28397 -14.72280
H 41.59262 -19.20642 -13.12722
H 43.83227 -21.17605 -12.38122
H 43.90679 -22.61423 -13.37230
H 44.32012 -21.09436 -13.93574
H 40.24348 -23.87459 -17.10817
H 41.81304 -23.39523 -17.57525
H 40.59788 -22.17279 -17.36594
H 42.02633 -20.65184 -16.86518
C 29.94998 -26.57281 -8.61023
C 29.38263 -25.09504 -8.89746
C 27.87737 -25.30599 -9.23526
C 26.90362 -24.15705 -9.14912
C 27.14725 -23.21236 -7.92107
C 28.63159 -22.84444 -7.65698
N 29.52306 -24.07437 -7.74593
O 30.87514 -23.89329 -7.36480
C 29.11812 -21.74564 -8.57391
C 28.62277 -22.36632 -6.18858
C 30.06262 -24.41491 -10.16283
H 29.43796 -27.35187 -9.17503
H 29.76519 -26.81099 -7.56275
H 30.99556 -26.62653 -8.91352
H 27.71479 -25.82112 -10.18201
H 27.39047 -25.79341 -8.39060
H 25.87236 -24.50071 -9.06850
H 27.05997 -23.76034 -10.15226
H 26.58017 -23.64255 -7.09557
H 26.59758 -22.30894 -8.18527
H 28.80006 -20.77174 -8.20180
H 30.20657 -21.68791 -8.58037
H 28.88378 -21.86330 -9.63190
H 27.92049 -22.95624 -5.59961
H 29.61909 -22.43413 -5.75171
H 28.37290 -21.30782 -6.11615
H 30.90556 -23.77581 -9.89995
H 29.30473 -23.90546 -10.75794
H 30.51934 -25.27698 -10.64896
H 31.07759 -24.57722 -6.72226
C 34.91526 -16.65126 -10.88099
C 34.22748 -17.99296 -11.09561
C 33.27418 -18.22692 -9.86369
C 32.34297 -19.44560 -10.03942
C 31.48963 -19.20253 -11.29046
C 32.23505 -18.88770 -12.61668
N 33.34467 -17.87099 -12.26388
O 33.96304 -17.37993 -13.49086
C 32.84197 -20.16098 -13.08149
C 31.31173 -18.30136 -13.59282
C 35.32885 -19.06381 -11.19793
H 35.77707 -16.56869 -11.54323
H 35.32228 -16.79079 -9.87952
H 34.28557 -15.76522 -10.80007
H 33.96306 -18.40283 -9.03749
H 32.66830 -17.33316 -9.71467
H 31.78033 -19.43631 -9.10591
H 33.02263 -20.27922 -10.21621
H 30.76440 -18.42363 -11.05495
H 30.83851 -20.07022 -11.39662
H 33.92553 -20.23322 -12.98776
H 32.55105 -21.11373 -12.63904
H 32.78074 -20.16044 -14.16976
H 31.81321 -17.91475 -14.48004
H 30.64009 -19.09874 -13.91094
H 30.74375 -17.48070 -13.15464
H 35.96780 -19.11599 -10.31638
H 35.94705 -18.69693 -12.01728
H 34.94559 -20.08367 -11.23086
H 33.98648 -16.43268 -13.33664
C 27.64456 -28.88229 -16.00257
C 27.92607 -30.40265 -16.06516
C 26.74276 -31.04714 -17.02671
C 26.82116 -30.92747 -18.51848
C 28.24927 -31.25043 -18.98875
C 29.38678 -30.51290 -18.22800
N 29.21258 -30.61831 -16.77893
O 30.25417 -30.12945 -16.08925
C 30.62669 -31.15084 -18.75381
C 29.33973 -28.97998 -18.60117
C 27.79747 -31.20906 -14.71850
H 28.39116 -28.37075 -15.39511
H 26.61706 -28.75389 -15.66218
H 27.58438 -28.40761 -16.98194
H 26.90498 -32.12026 -16.92564
H 25.75730 -30.71342 -16.70174
H 26.40480 -29.98551 -18.87549
H 26.18659 -31.65778 -19.02054
H 28.28778 -30.98049 -20.04411
H 28.43485 -32.32404 -19.02083
H 30.60447 -31.08032 -19.84131
H 31.57309 -30.67603 -18.49498
H 30.94206 -32.15700 -18.47762
H 29.62864 -28.16662 -17.93553
H 29.85059 -28.92847 -19.56266
H 28.32099 -28.66891 -18.83245
H 27.81285 -32.29246 -14.83734
H 26.84645 -30.98991 -14.23308
H 28.67524 -31.06268 -14.08905
H 30.51593 -30.76015 -15.41450
C 33.27700 -26.35512 -6.33758
C 34.51959 -25.88521 -7.09795
C 35.22408 -27.06869 -7.65695
C 36.24427 -26.89327 -8.73901
C 35.58193 -26.10571 -9.88940
C 34.90515 -24.73916 -9.35478
N 34.05986 -25.01039 -8.17665
O 33.59715 -23.82896 -7.68351
C 36.03730 -23.61568 -9.15400
C 33.88673 -24.28849 -10.39838
C 35.54887 -25.19647 -6.11272
H 32.88429 -25.48036 -5.81924
H 33.55775 -27.13713 -5.63208
H 32.64782 -26.80686 -7.10451
H 35.67775 -27.66073 -6.86210
H 34.33640 -27.62791 -7.95256
H 36.67674 -27.81046 -9.13879
H 37.05032 -26.23557 -8.41372
H 34.80412 -26.71845 -10.34511
H 36.40505 -25.91538 -10.57814
H 35.64289 -22.60364 -9.06297
H 36.64248 -23.89003 -8.28995
H 36.75601 -23.58328 -9.97284
H 32.99766 -23.75059 -10.06924
H 34.41561 -23.70350 -11.15083
H 33.44416 -25.13518 -10.92311
H 36.58520 -25.00346 -6.38994
H 35.49433 -25.96085 -5.33757
H 35.18636 -24.31947 -5.57648
H 32.65463 -23.97699 -7.57701
```

Results of the Mulliken charge analysis, in e, for atoms 1 through 99: atom 1 (C): -1.83, atom 2 (C): 3.32, atom 3 (C): -0.96, atom 4 (C): -0.02, atom 5 (C): -1.54, atom 6 (C): 2.14, atom 7 (N): 0.35, atom 8 (O): 0.79, atom 9 (C): -1.20, atom 10 (C): -2.88, atom 11 (C): -1.00, atom 12 (H): 0.12, atom 13 (H): 0.04, atom 14 (H): 0.33, atom 15 (H): -0.68, atom 16 (H): 0.06, atom 17 (H): 0.76, atom 18 (H): -0.31, atom 19 (H): 0.42, atom 20 (H): 0.48, atom 21 (H): -0.19, atom 22 (H): 0.55, atom 23 (H): -0.02, atom 24 (H): 0.38, atom 25 (H): 0.36, atom 26 (H): 0.60, atom 27 (H): 0.01, atom 28 (H): -0.26, atom 29 (H): 0.34, atom 30 (H): -0.04, atom 31 (C): -1.99, atom 32 (C): 1.95, atom 33 (C): -1.44, atom 34 (C): -0.52, atom 35 (C): -1.37, atom 36 (C): 1.97, atom 37 (N): 0.12, atom 38 (O): -0.49, atom 39 (C): -2.00, atom 40 (C): -1.89, atom 41 (C): -1.86, atom 42 (H): 0.31, atom 43 (H): 0.45, atom 44 (H): 0.46, atom 45 (H): 0.47, atom 46 (H): 0.46, atom 47 (H): 0.23, atom 48 (H): 0.44, atom 49 (H): 0.37, atom 50 (H): 0.43, atom 51 (H): 0.35, atom 52 (H): 0.50, atom 53 (H): 0.34, atom 54 (H): 0.49, atom 55 (H): 0.47, atom 56 (H): 0.28, atom 57 (H): 0.41, atom 58 (H): 0.39, atom 59 (H): 0.40, atom 60 (H): 0.33, atom 61 (C): -1.70, atom 62 (C): 1.10, atom 63 (C): -1.08, atom 64 (C): -0.88, atom 65 (C): -1.46, atom 66 (C): 2.91, atom 67 (N): 0.71, atom 68 (O): -0.45, atom 69 (C): -2.15, atom 70 (C): -2.05, atom 71 (C): -1.63, atom 72 (H): 0.38, atom 73 (H): 0.33, atom 74 (H): 0.39, atom 75 (H): 0.32, atom 76 (H): 0.51, atom 77 (H): 0.38, atom 78 (H): 0.42, atom 79 (H): 0.47, atom 80 (H): 0.39, atom 81 (H): 0.15, atom 82 (H): -0.15, atom 83 (H): 0.62, atom 84 (H): 0.44, atom 85 (H): 0.28, atom 86 (H): 0.38, atom 87 (H): 0.21, atom 88 (H): 0.35, atom 89 (H): 0.47, atom 90 (H): 0.24, atom 91 (C): -1.85, atom 92 (C): 1.88, atom 93 (C): -1.81, atom 94 (C): -0.03, atom 95 (C): -1.19, atom 96 (C): 1.83, atom 97 (N): 0.17, atom 98 (O): -0.49, atom 99 (C): -1.95